[1]
Computed, not measured: a structure of composition C19H15N3NiO, with ωB97M-V/def2-TZVPD.

Frontier orbital gap (alpha / beta) (hartree): 0.2520 / 0.2562

Geometry (Å):
Ni: 0.00 -0.04 -1.35
C: 4.18 -0.19 -1.88
C: 2.80 -0.17 -2.15
N: 1.91 -0.25 -1.19
C: 2.30 -0.35 0.11
C: 3.65 -0.36 0.47
C: 4.60 -0.27 -0.58
C: 4.00 -0.47 1.83
C: 3.01 -0.57 2.76
C: 1.64 -0.58 2.41
C: 1.24 -0.47 1.08
N: 0.00 -0.43 0.51
C: -1.24 -0.47 1.08
C: -1.64 -0.58 2.41
C: -3.01 -0.57 2.76
C: -4.00 -0.47 1.83
C: -3.65 -0.36 0.47
C: -4.60 -0.27 -0.58
C: -4.18 -0.19 -1.88
C: -2.80 -0.17 -2.15
N: -1.91 -0.25 -1.19
C: -2.30 -0.35 0.11
H: 4.88 -0.11 -2.70
H: 2.41 -0.07 -3.16
H: 5.65 -0.27 -0.34
H: 5.05 -0.48 2.12
H: 3.26 -0.66 3.81
H: 0.92 -0.67 3.20
H: -0.92 -0.67 3.20
H: -3.26 -0.66 3.81
H: -5.05 -0.47 2.12
H: -5.65 -0.27 -0.34
H: -4.88 -0.11 -2.70
H: -2.41 -0.07 -3.16
C: 0.00 2.50 -2.13
O: 0.00 1.23 -2.71
H: 0.00 2.48 -1.03
H: -0.89 3.08 -2.43
H: 0.88 3.08 -2.43

=====

[2]
Computed, not measured: a structure of composition C19H16AsN4O6OsS2, with ωB97M-V/def2-TZVPD.

2S+1: 5
Energy above the lowest of the compared OMol25 structures with the same formula, charge and spin (kJ/mol): 0.00
Charge: +1
Frontier orbital gap (alpha / beta) (hartree): 0.2482 / 0.2166
<S²>: 6.162

Geometry (Å):
Os: -0.26 -0.29 -0.91
S: -1.19 1.50 0.23
C: 0.13 1.70 1.36
N: 0.13 2.57 2.37
N: -0.91 3.29 2.55
C: -1.01 4.23 3.59
C: -2.21 4.93 3.70
C: -2.36 5.85 4.71
C: -1.32 6.08 5.61
C: -0.13 5.37 5.49
C: 0.04 4.44 4.48
N: 1.26 1.00 1.25
N: 1.30 0.14 0.30
C: 2.55 -0.57 0.21
C: 3.13 -1.08 1.37
C: 4.34 -1.74 1.27
C: 4.96 -1.88 0.04
C: 4.38 -1.36 -1.10
C: 3.16 -0.70 -1.03
H: -1.72 3.19 1.94
H: -3.02 4.75 3.00
H: -3.28 6.40 4.81
H: -1.43 6.80 6.40
H: 0.68 5.55 6.18
H: 0.96 3.88 4.37
H: 2.63 -0.95 2.32
H: 4.79 -2.15 2.16
H: 5.91 -2.40 -0.03
H: 4.87 -1.46 -2.06
H: 2.70 -0.29 -1.91
O: 0.02 -4.57 -0.89
As: -0.63 -3.03 -1.31
O: -1.28 -2.24 0.00
O: 0.61 -1.88 -1.68
C: -1.48 -3.34 -2.99
C: -1.71 -4.66 -3.34
C: -2.25 -4.97 -4.58
C: -2.57 -3.96 -5.47
C: -2.35 -2.63 -5.12
C: -1.81 -2.31 -3.89
S: -1.60 -0.56 -3.59
O: -2.64 0.11 -4.29
O: -0.23 -0.15 -3.78
O: -1.86 -0.50 -2.05
H: 0.21 -4.61 0.06
H: -1.46 -5.45 -2.65
H: -2.42 -6.01 -4.84
H: -3.00 -4.20 -6.43
H: -2.63 -1.84 -5.80